[1]
A structure of composition C23H23N5O4PdS in a non-equilibrium geometry, computed with ωB97M-V with the def2-TZVPD basis set.

Calculated values
- orbital gap (eV) = 6.5241
- HOMO energy (eV) = -1.909
- charge = -2

Geometry as XYZ:
```
57
C23H23N5O4PdS | the OMol25 dataset | ωB97M-V with the def2-TZVPD basis set
Pd -1.52 -4.58 0.35
O 1.73 4.53 0.34
C 2.80 4.63 -0.42
C 3.84 5.54 -0.09
C 4.88 5.82 -0.96
C 5.07 5.09 -2.22
C 4.13 4.05 -2.40
C 3.02 3.83 -1.61
C 2.25 2.66 -1.97
O 2.56 1.86 -2.78
N 1.07 2.60 -1.16
N 0.18 1.63 -1.38
C -0.86 1.62 -0.65
C -1.90 0.62 -0.81
C -2.88 0.55 0.16
C -3.80 -0.48 0.03
C -3.93 -1.26 -1.07
C -2.99 -1.00 -2.01
N -1.96 -0.13 -1.89
H 1.07 3.25 -0.38
H 3.70 6.12 0.81
H 5.58 6.64 -0.69
H 5.92 5.40 -2.84
H 4.18 3.39 -3.29
H -0.90 2.28 0.20
H -2.80 1.14 1.07
H -4.49 -0.66 0.86
H -4.68 -1.96 -1.27
H -3.07 -1.57 -2.91
C 2.03 -4.05 0.13
N 1.31 -5.24 -0.33
C 0.14 -5.06 -1.03
S -0.99 -6.36 -1.02
N 0.27 -4.15 -2.06
C -0.84 -3.43 -2.54
H 2.56 -4.24 1.05
H 1.38 -3.15 0.18
H 2.88 -3.90 -0.58
H 1.15 -6.00 0.38
H 1.21 -3.81 -2.17
H -0.65 -2.34 -2.58
H -1.61 -3.32 -1.85
H -1.22 -3.83 -3.57
O -3.26 -2.89 2.42
C -2.14 -2.32 2.15
O -1.22 -2.78 1.36
C -1.84 -0.96 2.82
C -2.75 -0.47 3.76
C -2.46 0.71 4.46
C -1.35 1.50 4.11
C -0.55 1.09 3.01
C -0.76 -0.19 2.42
H -3.65 -0.97 4.05
H -3.05 0.95 5.36
H -1.08 2.42 4.63
H 0.37 1.66 2.74
H -0.06 -0.49 1.66
```

[2]
The molecule C2H6N2O in a non-equilibrium geometry, computed with ωB97M-V with the def2-TZVPD basis set.

Calculated values
- orbital gap (eV) = 9.4769
- HOMO energy (eV) = -8.723

Geometry as XYZ:
```
11
C2H6N2O | the OMol25 dataset | ωB97M-V with the def2-TZVPD basis set
H -2.62 -0.69 0.07
N -1.88 -0.09 -0.04
C -0.83 -0.77 -0.11
N 0.40 -0.24 -0.13
C 0.60 1.14 -0.08
O 1.46 -1.08 -0.15
H -0.68 -1.90 -0.24
H 0.03 1.44 0.69
H 1.61 1.56 0.13
H 0.23 1.75 -0.93
H 1.70 -1.13 0.78
```

[3]
A structure of composition CH3F3P in a non-equilibrium geometry, computed with ωB97M-V with the def2-TZVPD basis set.

Calculated values
- orbital gap (eV) = 11.2540
- HOMO energy (eV) = -19.270
- charge = +1

Geometry as XYZ:
```
8
CH3F3P | the OMol25 dataset | ωB97M-V with the def2-TZVPD basis set
C 0.55 -0.69 -0.50
F 0.49 1.27 1.35
F -1.40 -0.34 1.44
F -1.31 1.88 -0.74
P -0.46 0.38 0.50
H -0.09 -1.25 -1.22
H 1.04 -1.42 0.11
H 1.17 0.16 -0.94
```

[4]
A structure of composition C15H24EuN6O6 in a non-equilibrium geometry, computed with ωB97M-V with the def2-TZVPD basis set.

Calculated values
- expectation value of S² = 15.846
- orbital gap (alpha / beta) (eV) = 6.4588 / 3.3654
- HOMO energy (alpha / beta) (eV) = -7.626 / -6.372
- spin multiplicity = 8

Geometry as XYZ:
```
52
C15H24EuN6O6 | the OMol25 dataset | ωB97M-V with the def2-TZVPD basis set
O 0.51 -1.26 -3.67
H -0.24 -1.36 -4.29
Eu 0.37 0.02 -1.47
N 1.93 -1.86 -0.54
N -0.61 -1.98 -0.31
N 0.77 2.32 -0.87
N -1.14 1.11 0.26
O 2.58 -1.08 -1.34
O 1.73 2.91 -1.60
O -2.02 0.39 1.02
O -1.83 -2.04 0.13
C -0.03 -3.13 -0.79
C 1.33 -2.96 -1.16
C 0.04 3.10 -0.07
C -1.05 2.41 0.58
C 2.02 -3.67 -2.26
H 1.83 -3.16 -3.22
H 1.67 -4.71 -2.33
H 3.10 -3.67 -2.05
C -0.80 -4.37 -1.02
H -1.73 -4.16 -1.56
H -1.05 -4.85 -0.06
H -0.22 -5.10 -1.60
C 0.33 4.54 0.16
C -1.89 3.10 1.60
H 1.00 4.91 -0.62
H 0.81 4.69 1.14
H -0.61 5.11 0.15
H -2.51 2.38 2.15
H -2.54 3.85 1.12
H -1.24 3.63 2.31
H 1.72 2.12 -2.51
H -1.96 -0.58 0.64
C -1.98 0.32 -2.69
H -1.98 0.08 -3.76
H -2.09 1.40 -2.49
H -2.70 -0.27 -2.09
O 1.46 1.18 -3.25
H 1.02 -0.40 -3.88
H 1.19 1.59 -4.11
N -0.46 0.18 7.06
C -0.17 0.11 5.92
C 0.18 0.01 4.52
C 0.04 -1.20 3.83
C 0.39 -1.22 2.47
N 0.84 -0.16 1.82
C 1.02 0.97 2.48
C 0.70 1.12 3.84
H -0.31 -2.11 4.30
H 0.28 -2.13 1.88
H 1.43 1.80 1.91
H 0.86 2.08 4.32
```

[5]
A structure of composition Br3Li in a non-equilibrium geometry, computed with ωB97M-V with the def2-TZVPD basis set.

Calculated values
- expectation value of S² = 0.757
- orbital gap (alpha / beta) (eV) = 8.1098 / 4.1084
- HOMO energy (alpha / beta) (eV) = -5.146 / -5.030
- spin multiplicity = 2
- charge = -1

Geometry as XYZ:
```
4
Br3Li | the OMol25 dataset | ωB97M-V with the def2-TZVPD basis set
Li 0.45 0.55 -0.09
Br -1.78 2.47 -0.16
Br 2.24 -1.60 -1.11
Br -0.91 -1.43 1.35
```

[6]
A structure of composition C2H8N2S4 in a non-equilibrium geometry, computed with ωB97M-V with the def2-TZVPD basis set.

Calculated values
- orbital gap (alpha / beta) (eV) = 7.0178 / 7.0148
- HOMO energy (alpha / beta) (eV) = -16.224 / -16.224
- charge = +2

Geometry as XYZ:
```
16
C2H8N2S4 | the OMol25 dataset | ωB97M-V with the def2-TZVPD basis set
C -3.58 1.33 -3.37
C -1.64 2.37 -2.14
N -2.44 1.96 -2.85
N 3.47 -3.44 3.76
S 2.23 -3.81 4.74
S -1.30 2.02 0.18
S 4.38 -2.06 4.12
S 3.94 -4.46 2.41
H -3.67 1.37 -4.43
H -3.44 0.35 -3.27
H -4.41 1.61 -2.92
H -0.44 2.99 0.65
H -2.42 2.73 0.42
H -0.74 2.94 -2.27
H 5.52 -2.42 3.40
H 4.54 -3.47 1.56
```

Energy relative to the best compared isomer or geometry (same formula, charge and spin) for the records above, in order: 105.4 342.6 276.9 18.6 0.0 0.0 kJ/mol
Molar mass for the records above, in order: 572.0 74.1 103.0 536.4 246.7 188.4 Da